(1)
One molecule with the formula C4H11NS in a non-equilibrium geometry, computed with ωB97M-V with the def2-TZVPD basis set.

Results
- Net charge: 0
- 2S+1: 1
- Gap between HOMO and LUMO: 9.538 eV
- ΔE to the lowest compared entry with this formula, charge and spin: 66.6 kJ/mol
- E_LUMO: 0.910 eV

XYZ file:
```
17
Properties=species:S:1:pos:R:3:forces:R:3:mulliken_charge:R:1
C -1.7175 -1.7502 0.7238 0.3 0.8 1.3 -1.034
N -1.0058 -0.5707 0.2512 -0.9 -0.2 0.5 -0.282
C 0.4177 -0.6200 0.3973 0.5 -0.1 -0.1 -0.682
C 1.0567 0.7733 0.4864 0.1 -1.0 0.2 -0.565
C 0.6184 1.6696 -0.6332 -0.6 -0.4 -0.8 -0.695
S 1.1903 1.0197 -2.2614 0.2 -0.1 0.1 -0.226
H -1.8216 -1.6796 1.8205 0.2 -0.1 -0.2 0.296
H -1.2003 -2.6945 0.5355 -0.3 -0.2 -0.5 0.327
H -2.7374 -1.6697 0.3805 -0.2 -0.6 -0.5 0.369
H -1.3803 -0.3129 -0.6452 0.5 0.1 -0.3 0.243
H 0.9089 -1.2740 -0.3307 0.1 0.1 -0.4 0.368
H 0.6463 -1.1045 1.3430 -0.2 -0.1 0.3 0.417
H 2.1322 0.6349 0.4794 0.3 0.1 0.0 0.281
H 0.7890 1.0908 1.4900 -0.2 0.8 -0.1 0.329
H 0.8690 2.7091 -0.5705 0.4 0.4 0.3 0.446
H -0.4581 1.6216 -0.7281 -0.3 0.2 0.3 0.296
H 1.6925 2.1572 -2.7386 0.1 0.1 0.0 0.111
```
Forces are in eV/Å.



(2)
One molecule with the formula C6H14ClO2P in a non-equilibrium geometry, computed with ωB97M-V with the def2-TZVPD basis set.

Results
- Net charge: 0
- 2S+1: 1
- Gap between HOMO and LUMO: 9.890 eV
- ΔE to the lowest compared entry with this formula, charge and spin: 0.0 kJ/mol
- E_LUMO: 0.666 eV

XYZ file:
```
24
Properties=species:S:1:pos:R:3:forces:R:3:mulliken_charge:R:1
C 2.5210 -1.1228 -0.3825 -1.4 1.0 0.6 -1.151
C 1.6433 0.0546 0.1031 -4.0 -1.5 -1.8 0.862
C 1.5573 1.3430 -0.7812 2.4 -2.7 -0.1 -1.288
Cl 1.8393 0.4492 1.7948 0.5 0.0 0.6 -0.161
C -0.0101 -0.7466 -0.0233 3.2 1.1 1.3 -0.701
O -0.0109 -1.4623 -1.2116 -0.3 -1.1 -0.1 -0.595
P -1.4507 0.3843 -0.0645 0.2 1.0 0.9 1.059
C -1.4756 1.3500 1.4883 2.8 -2.2 0.0 -1.078
C -2.6576 -0.8642 0.0586 -1.9 0.2 2.1 -1.154
O -1.5910 1.1896 -1.2947 0.4 0.3 -0.6 -0.803
H 2.3328 -1.2670 -1.4740 0.8 0.3 0.9 0.261
H 2.0334 -2.0034 0.1133 1.4 0.4 -0.2 0.315
H 3.5191 -0.7917 -0.0585 0.1 -1.1 -0.5 0.432
H 0.9129 1.0333 -1.6158 0.3 0.9 0.1 0.299
H 2.6181 1.5981 -1.1070 -1.4 -0.1 0.2 0.349
H 1.1945 2.0924 -0.1403 -0.8 1.3 0.2 0.368
H -0.0367 -1.5165 0.8263 0.0 1.3 -1.1 0.516
H 0.0620 -0.8937 -1.9752 -0.2 0.6 -0.3 0.424
H -2.3250 1.9123 1.5823 -2.2 1.6 -0.1 0.449
H -1.5225 0.5826 2.3146 0.6 1.0 -0.6 0.276
H -0.5644 2.0087 1.5048 -0.9 -0.8 0.3 0.270
H -2.4836 -1.3849 1.0257 -0.3 0.1 -0.6 0.329
H -3.7030 -0.4463 0.0655 1.0 -0.6 -0.3 0.368
H -2.4025 -1.4984 -0.7486 -0.4 -0.9 -0.9 0.354
```
Forces are in eV/Å.



(3)
C14H19Cl4NO2PtS2 as an isolated structure in a non-equilibrium geometry, computed with ωB97M-V with the def2-TZVPD basis set.

Results
- Net charge: 0
- 2S+1: 3
- Gap between HOMO and LUMO (spin up / spin down): 5.602 / 5.488 eV
- E_LUMO (spin up / spin down): -0.435 / -0.486 eV

XYZ file:
```
43
Properties=species:S:1:pos:R:3:forces:R:3:mulliken_charge:R:1
Pt -0.3273 0.0580 -0.0549 0.1 -0.4 1.4 1.599
S -0.2835 -2.3656 -0.1656 1.0 -1.3 -0.4 -0.103
S -0.4235 2.4056 -0.3790 0.9 1.3 -0.2 -0.177
C 1.4162 -3.0004 0.0814 -0.2 -0.2 0.3 -0.896
C -0.1888 -2.4352 -1.9888 0.0 -0.1 0.1 -0.640
C 0.6219 -1.2834 -2.5657 -0.2 0.6 -0.1 -0.802
N -0.0414 -0.0076 -2.1766 0.7 0.0 -2.0 -0.558
C 0.6764 1.2121 -2.6606 -0.2 -0.7 0.2 -0.830
C -0.0667 2.4427 -2.1638 -0.2 0.3 0.0 -0.602
H -1.2232 -2.4328 -2.3533 0.3 0.0 -0.1 0.337
H 0.2815 -3.3950 -2.2214 -0.2 0.1 -0.2 0.514
H 0.6975 -1.3288 -3.6649 -0.1 -0.2 0.3 0.430
H 1.6383 -1.2545 -2.1547 -0.2 -0.1 0.0 0.331
H 0.7341 1.1719 -3.7600 0.0 0.3 0.2 0.438
H 1.6958 1.1733 -2.2592 -0.2 0.0 0.0 0.331
H -1.0424 2.5533 -2.6563 0.3 0.0 0.0 0.347
H 0.5155 3.3548 -2.3306 -0.2 -0.2 -0.2 0.501
C 1.2263 2.8850 0.2180 -0.2 0.5 0.1 -0.780
H -0.9762 -0.0023 -2.6072 0.5 0.0 0.2 0.414
H 2.0331 2.3366 -0.2882 -0.4 0.0 0.3 0.234
H 1.2239 2.6675 1.2895 0.1 -0.1 -0.2 0.206
H 1.3189 3.9662 0.0594 0.1 -0.2 0.1 0.451
H 1.5736 -3.0484 1.1622 0.1 0.1 -0.2 0.331
H 2.1759 -2.3509 -0.3689 -0.4 -0.1 0.3 0.218
H 1.4492 -4.0136 -0.3390 0.0 0.2 0.1 0.464
C -2.3504 0.0112 0.7386 -1.8 -0.4 -1.7 -0.771
C -2.4809 -0.0901 -0.6781 -0.7 0.2 2.0 -0.776
H -2.5956 0.9610 1.2091 0.4 -0.3 0.1 0.368
H -2.4309 -0.8927 1.3465 0.2 0.4 -0.1 0.338
H -2.8166 0.7955 -1.2237 0.3 -0.2 0.0 0.387
H -2.7384 -1.0498 -1.1290 0.3 0.2 0.0 0.428
Cl 4.2352 -1.6659 5.0012 0.4 -0.3 0.3 -0.226
C 2.9415 -0.9622 4.1340 -1.4 0.6 0.5 0.182
C 1.8178 -0.4461 4.8542 1.3 -0.4 -1.3 0.450
Cl 1.7699 -0.5414 6.5591 0.0 0.0 0.5 -0.219
C 0.7651 0.1416 4.1555 0.9 -0.4 -1.5 -0.109
Cl -0.5835 0.8194 4.9439 -0.6 0.1 0.3 -0.222
C 0.7770 0.1649 2.7343 1.9 -0.9 1.1 0.133
O -0.2729 0.5072 2.0767 -1.1 1.0 -0.4 -0.714
C 1.9563 -0.2598 1.9860 -0.4 -0.5 2.6 -0.100
O 1.9276 -0.1544 0.7089 -0.2 0.2 -1.9 -0.834
C 3.0008 -0.8925 2.7369 -1.6 1.0 -0.3 0.129
Cl 4.2883 -1.5998 1.8558 0.5 -0.1 -0.3 -0.202
```
Forces are in eV/Å.



Number 1: energy -611.91674 a.u.. Number 2: energy -1189.02445 a.u.. Number 3: energy -3506.45368 a.u..